This record from the OMol25 dataset describes a molecular structure, C52H50FN9O3PTc. The level of theory is ωB97M-V/def2-TZVPD.

Structure (XYZ):
```
117
Properties=species:S:1:pos:R:3
Tc 0.2833 0.0892 0.0165
C 0.3867 -3.2831 2.8398
C 0.7956 -2.5339 1.7528
N -0.0317 -1.7460 1.0431
C -1.3782 -1.8609 1.2999
C -1.8588 -2.5324 2.4574
C -0.9316 -3.2314 3.2548
C -3.2402 -2.5187 2.7272
C -4.1161 -1.9206 1.8556
C -3.6576 -1.3559 0.6678
C -2.3014 -1.3139 0.3849
N -1.7538 -0.9055 -0.8899
C -2.3608 0.2094 -1.5894
C -3.6350 0.0781 -2.1295
C -4.2192 1.1125 -2.8479
C -3.4897 2.2374 -3.1391
C -2.1504 2.3524 -2.7251
C -1.3416 3.4288 -3.1383
C -0.0406 3.4977 -2.6875
C 0.4163 2.5337 -1.8111
N -0.3078 1.4815 -1.4002
C -1.5868 1.3518 -1.8787
H 1.0987 -3.8977 3.3642
H 1.8300 -2.5395 1.4469
H -1.2682 -3.7511 4.1373
H -3.5990 -3.0047 3.6207
H -5.1758 -1.9227 2.0635
H -4.3718 -0.9229 -0.0105
H -4.1752 -0.8492 -2.0243
H -5.2331 1.0072 -3.2020
H -3.9185 3.0349 -3.7247
H -1.7475 4.1735 -3.8035
H 0.6143 4.3001 -2.9844
H 1.3965 2.6202 -1.3640
C -4.4261 3.7409 5.4871
O -3.2570 3.3614 4.7965
C -2.0899 4.0229 5.0685
C -1.9376 5.0605 5.9708
C -0.6953 5.6600 6.1309
C 0.3910 5.2335 5.3923
C 0.2509 4.1995 4.4769
C -0.9805 3.5814 4.3179
N -1.2824 2.5998 3.3706
C -0.4810 1.7841 2.6297
N 0.7030 1.4964 3.1811
C 1.8383 0.8711 2.6680
C 1.9070 0.2623 1.4105
C 3.1167 -0.4112 1.1722
C 4.1860 -0.4107 2.0397
C 4.1120 0.2592 3.2515
C 2.9271 0.8883 3.5753
O 2.7000 1.5581 4.7507
C 3.7832 1.7141 5.6418
N -0.8856 1.3532 1.4548
C -2.1167 1.9561 1.0433
C -3.3201 1.3977 1.4830
C -4.5446 1.8773 1.0625
C -4.5926 2.9760 0.2204
C -3.4209 3.6171 -0.1182
C -2.1754 3.1551 0.3153
O -1.1244 3.9342 -0.0830
C 0.0133 4.1327 0.7297
H -5.2059 3.0747 5.1214
H -4.7023 4.7768 5.2691
H -4.3080 3.6060 6.5659
H -2.7789 5.4098 6.5475
H -0.5911 6.4732 6.8319
H 1.3517 5.7101 5.5131
H 1.0986 3.9065 3.8769
H -2.2771 2.5501 3.1830
H 0.8281 1.8036 4.1401
H 3.2107 -0.9887 0.2665
H 5.0960 -0.9307 1.7821
H 4.9566 0.2501 3.9227
H 4.1260 0.7492 6.0303
H 3.4049 2.3189 6.4648
H 4.6191 2.2339 5.1609
H -3.2752 0.5770 2.1836
H -5.4534 1.4038 1.3980
H -5.5356 3.3595 -0.1355
H -3.4270 4.5138 -0.7181
H 0.6353 4.8246 0.1609
H 0.5846 3.2157 0.9136
H -0.2634 4.6054 1.6773
F -1.5924 -4.9785 -4.6447
C -1.6418 -4.0067 -3.7198
C -0.8366 -2.8905 -3.8691
C -0.9060 -1.8946 -2.9185
C -1.7245 -2.0182 -1.8025
C -2.5186 -3.1543 -1.6679
C -2.4855 -4.1444 -2.6330
H -0.1796 -2.8080 -4.7200
H -0.3246 -0.9925 -3.0149
H -3.1670 -3.2885 -0.8159
H -3.1131 -5.0171 -2.5499
C 4.0857 1.0792 -3.9469
N 3.0634 0.1586 -4.4020
C 3.6243 -1.1815 -4.4285
N 4.1101 -1.5990 -3.1268
C 5.0964 -0.6378 -2.6588
N 4.5843 0.7213 -2.6327
C 3.5909 0.9215 -1.6134
P 2.0832 -0.2208 -1.7833
C 1.8538 0.2184 -3.6215
C 3.0381 -1.8026 -2.1867
H 3.6776 2.0926 -3.9227
H 4.9141 1.0452 -4.6590
H 4.4628 -1.1933 -5.1300
H 2.8672 -1.8897 -4.7721
H 5.9525 -0.6669 -3.3398
H 5.4263 -0.9138 -1.6545
H 3.2473 1.9585 -1.6824
H 4.0546 0.7843 -0.6356
H 1.4296 1.2252 -3.6918
H 1.1596 -0.4835 -4.0885
H 2.3158 -2.5073 -2.6143
H 3.4550 -2.2603 -1.2865
```

LUMO level (alpha / beta) in eV: -3.0475 / -3.0130
Frontier orbital gap (alpha / beta) in eV: 6.01 / 5.73
⟨S²⟩: 0.7581
Charge: +1
2S+1: 2


This record from the OMol25 dataset describes a molecular structure, C52H51Cl3N2O2S2Sb2SiY. The level of theory is ωB97M-V/def2-TZVPD.

Structure (XYZ):
```
116
Properties=species:S:1:pos:R:3
Y 0.4006 0.0051 -0.2500
C -0.6052 -1.8474 -4.5149
C -0.3638 -1.7204 -3.0378
N 0.1601 -0.6358 -2.5615
N 0.5420 0.2783 -3.5540
C 0.3680 1.5147 -3.2542
S -0.4034 2.2031 -1.8651
S 1.0183 2.6857 -4.4076
C 2.1089 1.6702 -5.4151
C 1.5102 0.9649 -6.6053
C 0.1463 0.9423 -6.8605
C -0.3551 0.2611 -7.9586
C 0.5002 -0.4112 -8.8163
C 1.8657 -0.3942 -8.5693
C 2.3631 0.2903 -7.4750
C -0.7267 -2.8463 -2.1624
C -0.5890 -4.1498 -2.6544
C -0.8478 -5.2596 -1.8755
C -1.2803 -5.0773 -0.5650
C -1.4398 -3.8125 -0.0510
C -1.1556 -2.6645 -0.8186
O -1.2747 -1.4764 -0.2948
H -1.2659 -1.0397 -4.8335
H -1.0696 -2.7931 -4.7701
H 0.3202 -1.7079 -5.0745
H 2.5688 0.9349 -4.7515
H 2.9021 2.3437 -5.7474
H -0.5211 1.4581 -6.1842
H -1.4226 0.2502 -8.1391
H 0.1069 -0.9451 -9.6711
H 2.5431 -0.9177 -9.2319
H 3.4301 0.2961 -7.2839
H -0.2287 -4.3003 -3.6631
H -0.6984 -6.2527 -2.2744
H -1.4807 -5.9372 0.0636
H -1.7593 -3.6591 0.9724
Cl 1.5298 -5.1077 5.2291
C 1.4927 -4.1455 3.7779
C 0.8172 -2.9374 3.7762
C 0.8145 -2.2072 2.6052
Cl -0.0319 -0.6647 2.5802
C 1.4567 -2.5911 1.4052
O 1.4423 -1.8796 0.3405
C 2.1190 -3.8413 1.4920
Cl 2.9152 -4.4183 0.0730
C 2.1417 -4.6017 2.6405
H 0.3074 -2.5747 4.6557
H 2.6639 -5.5473 2.6460
C -4.3861 -0.2789 -0.9750
Sb -3.0275 0.7358 0.3176
C -3.6926 -0.1853 2.1329
C -4.1373 2.6035 0.5245
C -4.1368 3.0949 1.9264
C -5.2191 2.7864 2.7508
C -5.2666 3.1778 4.0756
C -4.2166 3.9091 4.6078
C -3.1415 4.2342 3.8006
C -3.0702 3.8366 2.4657
C -1.8649 4.2280 1.6803
Sb -0.1605 2.8842 1.7792
C -0.0334 2.7996 3.9106
C 1.2746 4.4241 1.4368
H -5.3785 -0.3061 -0.5255
H -4.0222 -1.2939 -1.1240
H -4.4366 0.2227 -1.9394
H -4.7645 -0.0781 2.2952
H -3.1658 0.2368 2.9869
H -3.4366 -1.2413 2.0558
H -5.1557 2.4318 0.1732
H -3.6609 3.3081 -0.1557
H -6.0430 2.2241 2.3288
H -6.1228 2.9184 4.6854
H -4.2382 4.2318 5.6400
H -2.3256 4.8172 4.2114
H -1.4573 5.1548 2.0939
H -2.0802 4.4136 0.6282
H 0.1154 3.8000 4.3162
H 0.8120 2.1710 4.1846
H -0.9486 2.3785 4.3215
H 1.5062 4.9189 2.3800
H 0.8416 5.1455 0.7448
H 2.1896 4.0257 1.0091
C 5.9734 -2.7993 -1.0048
C 4.9905 -2.3640 -1.8860
C 4.1849 -1.2933 -1.5440
C 4.3430 -0.6082 -0.3357
C 5.3278 -1.0676 0.5324
C 6.1323 -2.1527 0.2085
Si 3.2096 0.8941 -0.0392
C 3.7283 1.5402 1.6821
C 3.3554 0.8082 2.8124
C 3.6680 1.2274 4.0947
C 4.3620 2.4144 4.2853
C 4.7513 3.1560 3.1799
C 4.4441 2.7168 1.9007
C 3.9535 2.1922 -1.2367
C 3.2464 3.3613 -1.5148
C 3.7613 4.3536 -2.3335
C 5.0070 4.1904 -2.9194
C 5.7254 3.0278 -2.6715
C 5.2051 2.0526 -1.8383
H 6.6001 -3.6453 -1.2585
H 4.8412 -2.8714 -2.8316
H 3.4048 -0.9827 -2.2356
H 5.4743 -0.5688 1.4848
H 6.8867 -2.4894 0.9103
H 2.8143 -0.1259 2.6916
H 3.3658 0.6283 4.9458
H 4.6051 2.7529 5.2846
H 5.3010 4.0805 3.3131
H 4.7627 3.3095 1.0504
H 2.2472 3.4895 -1.1118
H 3.1780 5.2439 -2.5346
H 5.4088 4.9571 -3.5707
H 6.6977 2.8847 -3.1292
H 5.7901 1.1580 -1.6534
```

LUMO level in eV: 2.3316
Frontier orbital gap in eV: 6.90
Charge: -1


This record from the OMol25 dataset describes a molecular structure, C52H51N6O5V. The level of theory is ωB97M-V/def2-TZVPD.

Structure (XYZ):
```
115
Properties=species:S:1:pos:R:3
V -0.0296 -0.5323 -0.1732
C -3.8981 1.2359 -4.9792
C -2.9060 2.2320 -4.3768
C -1.6919 1.5656 -3.7716
C 0.3592 -0.0859 -4.4901
C 1.4013 -0.2457 -5.6032
C 0.9325 -0.9600 -6.8677
C 1.0101 0.2546 -3.0956
C 2.4000 -0.1140 -2.8114
C 2.7578 -0.7930 -1.7161
C 4.1584 -1.1672 -1.4645
C 5.3059 -0.6100 -2.2411
C 5.5406 0.8615 -1.8686
C 4.1629 -1.9589 -0.3832
C 2.7790 -1.9857 0.1254
C 2.4682 -2.5313 1.3535
C 1.3285 -2.2114 2.0828
N 0.2783 -1.4850 1.6760
C -0.5263 -1.3055 2.8061
C -1.7033 -0.6607 2.8496
C -2.4091 -0.1108 1.7455
N -1.8970 0.0219 0.4788
C -2.9670 0.4377 -0.2921
C -2.9372 0.7755 -1.6875
C -1.8440 0.9844 -2.4130
N -0.5661 0.8351 -1.7992
C -4.1236 0.5557 0.4735
C -3.7604 0.2302 1.7863
C -4.6502 0.1695 2.9893
C -5.2397 -1.2243 3.2221
C -5.4870 0.9250 -0.0292
C -6.2111 -0.2458 -0.7004
C 0.0772 -1.9799 3.9456
C 1.2021 -2.5674 3.4972
C 2.2057 -3.3630 4.2706
C 3.3899 -2.5111 4.7387
C -0.5140 -2.0450 5.3174
C -1.5782 -3.1395 5.4381
N 1.9495 -1.3025 -0.6741
C 5.3168 -2.6387 0.2795
C 5.3160 -4.1521 0.0476
H -4.8031 1.7416 -5.3187
H -4.1876 0.4675 -4.2622
H -3.4760 0.7154 -5.8426
H -3.3939 2.8144 -3.5914
H -2.5861 2.9401 -5.1405
H 2.2348 -0.8141 -5.1859
H 1.7884 0.7452 -5.8536
H 0.6365 -1.9890 -6.6580
H 1.7486 -1.0025 -7.5903
H 0.0992 -0.4502 -7.3469
H 3.1680 0.2656 -3.4662
H 5.1098 -0.6953 -3.3139
H 6.2049 -1.1983 -2.0467
H 4.6426 1.4615 -2.0308
H 6.3580 1.2842 -2.4559
H 5.8006 0.9439 -0.8111
H 3.2389 -3.0890 1.8632
H -2.2076 -0.6204 3.8068
H -3.9017 0.9262 -2.1536
H -5.4634 0.8914 2.8771
H -4.0965 0.4829 3.8782
H -5.8359 -1.5381 2.3637
H -5.8772 -1.2475 4.1089
H -4.4431 -1.9596 3.3488
H -5.4206 1.7630 -0.7290
H -6.0906 1.2869 0.8068
H -5.6406 -0.6206 -1.5521
H -7.2031 0.0464 -1.0523
H -6.3252 -1.0771 -0.0033
H 2.5659 -4.1954 3.6602
H 1.7175 -3.8122 5.1389
H 3.8822 -2.0315 3.8916
H 4.1282 -3.1139 5.2711
H 3.0464 -1.7198 5.4073
H -0.9492 -1.0772 5.5778
H 0.2816 -2.2269 6.0435
H -2.3867 -2.9732 4.7251
H -2.0044 -3.1667 6.4426
H -1.1464 -4.1177 5.2206
H 5.2953 -2.4304 1.3530
H 6.2490 -2.2123 -0.0956
H 4.3848 -4.6008 0.3962
H 6.1452 -4.6321 0.5705
H 5.4079 -4.3732 -1.0170
O -0.7939 1.4699 -6.0856
C -0.5837 1.1120 -4.7489
C -0.4180 -1.3487 -4.1728
C -0.6009 -1.4768 -2.8701
N 0.0837 -0.4337 -2.1689
C 0.4556 1.6285 -2.6446
C -0.3247 2.2211 -3.7945
C 1.3421 2.7233 -2.0048
O 2.5309 2.7036 -2.3877
O 0.7240 3.5413 -1.3141
C -1.1541 -2.5322 -1.9635
O -1.7965 -3.4690 -2.3907
O -0.8083 -2.2958 -0.7381
H -1.5092 0.9306 -6.4382
H -0.7853 -2.0555 -4.9025
H -0.1867 3.2526 -4.0857
N 7.1115 5.6728 3.0579
C 6.2502 4.9991 2.6994
C 5.1738 4.1536 2.2599
C 4.7765 3.0754 3.0506
C 3.7440 2.2629 2.6245
C 3.0959 2.5134 1.4099
C 3.4957 3.5984 0.6215
C 4.5308 4.4089 1.0484
C 2.0455 1.6532 0.9678
C 1.1618 0.9421 0.5331
H 5.2810 2.8826 3.9881
H 3.4278 1.4180 3.2223
H 2.9967 3.7752 -0.3239
H 4.8465 5.2482 0.4425
```

LUMO level (alpha / beta) in eV: 0.9916 / 1.2993
Frontier orbital gap (alpha / beta) in eV: 5.11 / 5.46
⟨S²⟩: 0.7732
Charge: -1
2S+1: 2